{
  "formula": "C39H83B2ClN2O13PS2",
  "method": "the ωB97M-V functional and the def2-TZVPD basis",
  "orbital_gap_ev": 6.922,
  "homo_energy_ev": -5.4,
  "charge": -1,
  "lumo_energy_ev": 1.54,
  "energy_ha": -4271.32535,
  "elements": ["C", "C", "O", "C", "C", "C", "C", "C", "C", "C", "O", "P", "C", "C", "C", "S", "C", "S", "N", "C", "C", "C", "C", "C", "C", "C", "Cl", "O", "B", "O", "O", "O", "C", "B", "N", "O", "H", "H", "H", "H", "H", "H", "H", "H", "H", "H", "H", "H", "H", "H", "H", "H", "H", "H", "H", "H", "H", "H", "H", "H", "H", "H", "H", "H", "H", "H", "H", "H", "H", "H", "H", "H", "H", "H", "H", "H", "H", "H", "H", "H", "H", "H", "H", "C", "C", "O", "C", "H", "H", "H", "H", "H", "H", "C", "C", "O", "C", "H", "H", "H", "H", "H", "H", "C", "C", "O", "C", "H", "H", "H", "H", "H", "H", "C", "C", "O", "C", "H", "H", "H", "H", "H", "H", "C", "C", "O", "C", "H", "H", "H", "H", "H", "H", "C", "C", "O", "C", "H", "H", "H", "H", "H", "H"],
  "positions_angstrom": [[5.20870, 0.29532, 2.85332], [5.32641, -1.18855, 3.10867], [4.08390, -1.79755, 2.85493], [3.88545, -2.97445, 3.63041], [2.47081, -3.47164, 3.40812], [1.45570, -2.75309, 4.29622], [-0.01574, -2.80599, 3.82251], [-0.69925, -1.44043, 3.60038], [-0.91469, -0.92721, 2.16363], [0.33285, -1.20864, 1.32060], [-1.06230, 0.47652, 2.30430], [-1.96581, 1.18948, 1.01984], [-0.67542, 2.55794, 0.93925], [-0.25878, 3.18317, 2.26975], [1.22505, 2.93135, 2.59517], [2.26216, 4.38453, 2.92830], [2.56081, 5.23279, 1.45835], [3.51996, 6.55489, 1.56892], [1.99088, 4.73332, 0.25885], [1.65815, 5.85488, -0.64022], [0.73683, 5.44619, -1.78940], [2.99649, 3.83146, -0.36610], [2.37271, 2.79152, -1.30475], [-3.11880, 1.89157, -0.34996], [-3.00647, 1.18647, -1.66962], [-1.79852, 1.58794, -2.49120], [-4.48008, 1.62119, -2.71460], [-2.97387, 2.06552, 2.15296], [-3.83510, 1.38741, 2.93449], [-5.22707, 1.67750, 2.83388], [-3.46453, 0.50819, 3.92807], [-3.00104, -0.23644, 1.10230], [-2.28529, -1.35678, 1.59053], [-2.42479, -2.66606, 0.75651], [-3.37177, -2.73294, -0.31302], [-1.65836, -3.80491, 1.05785], [4.37666, 0.68486, 3.43298], [6.11494, 0.81986, 3.14447], [5.02528, 0.46115, 1.80058], [5.63769, -1.36702, 4.14101], [6.09419, -1.61732, 2.45398], [4.59170, -3.73784, 3.30140], [4.05020, -2.74703, 4.68768], [2.23726, -3.32940, 2.35551], [2.45504, -4.54535, 3.58725], [1.78948, -1.72402, 4.41657], [1.51411, -3.23019, 5.27395], [-0.10460, -3.45713, 2.95892], [-0.56497, -3.29879, 4.62397], [-0.13695, -0.67565, 4.12730], [-1.67866, -1.48292, 4.07096], [1.21978, -0.95909, 1.89601], [0.33867, -0.61386, 0.41572], [0.35683, -2.25284, 1.01636], [-1.24336, 0.49499, -0.02326], [0.20747, 2.08333, 0.52567], [-0.94275, 3.35468, 0.25362], [-0.42130, 4.25926, 2.24492], [-0.85499, 2.80750, 3.09288], [1.70077, 2.30729, 1.84681], [1.29077, 2.40798, 3.54676], [2.56133, 6.29207, -1.06874], [1.18931, 6.63388, -0.04941], [0.06797, 4.65323, -1.48625], [0.14833, 6.30219, -2.10191], [1.32414, 5.08724, -2.62966], [3.53903, 3.33494, 0.43311], [3.72957, 4.43127, -0.90891], [1.29700, 2.88337, -1.34315], [2.73920, 2.93440, -2.31890], [2.63365, 1.78387, -1.01336], [-4.15043, 1.81294, -0.01756], [-2.92656, 2.95271, -0.51302], [-3.04570, 0.10704, -1.57562], [-1.96078, 2.55461, -2.96270], [-0.91648, 1.65768, -1.86130], [-1.61382, 0.87924, -3.29440], [-5.38017, 2.52716, 3.24674], [-4.16134, -0.13055, 4.08073], [-2.84838, -1.62686, 2.50868], [-3.66740, -3.68574, -0.49743], [-4.19187, -2.17270, -0.11590], [-2.17878, -4.41220, 1.58456], [-8.30049, -2.66879, -3.26748], [-6.81271, -2.94384, -3.23587], [-6.36362, -3.99754, -3.62648], [-5.93769, -1.84291, -2.69720], [-8.82372, -3.53152, -3.67383], [-8.66425, -2.46739, -2.25881], [-8.50592, -1.79556, -3.88855], [-6.21451, -1.60737, -1.66823], [-6.05174, -0.93995, -3.29922], [-4.89672, -2.15213, -2.72180], [6.98847, -7.54804, 3.94534], [6.57311, -6.22415, 3.35927], [5.43897, -5.81174, 3.43056], [7.65826, -5.42166, 2.67953], [6.12654, -8.02815, 4.40398], [7.38727, -8.19658, 3.16359], [7.76028, -7.38432, 4.69668], [8.07869, -5.99012, 1.84853], [8.45760, -5.20507, 3.39041], [7.24279, -4.48936, 2.30344], [-8.17574, 5.62333, -1.60380], [-8.38196, 4.35151, -2.39500], [-9.42441, 4.13305, -2.97105], [-7.22677, 3.38645, -2.42183], [-9.07242, 6.23664, -1.65764], [-7.96284, 5.38303, -0.56121], [-7.33039, 6.18142, -2.00884], [-6.98048, 3.06515, -1.40927], [-6.34697, 3.86034, -2.85616], [-7.49015, 2.51434, -3.01510], [-4.27789, -0.54424, -7.59183], [-3.87454, 0.73758, -6.90113], [-2.75058, 0.90457, -6.48842], [-4.93600, 1.79860, -6.75391], [-3.42702, -1.21985, -7.63281], [-5.09033, -1.02397, -7.04388], [-4.62008, -0.33013, -8.60603], [-5.77402, 1.40766, -6.17446], [-5.29092, 2.11415, -7.73694], [-4.51628, 2.65867, -6.23864], [-1.00912, 3.08302, -8.04491], [-1.55089, 4.42237, -8.47637], [-2.65013, 4.80539, -8.15013], [-0.65386, 5.27386, -9.34892], [-1.73595, 2.56846, -7.41848], [-0.79280, 2.47450, -8.92592], [-0.08532, 3.21846, -7.47932], [-0.41621, 4.74182, -10.27160], [0.27761, 5.49279, -8.82468], [-1.15746, 6.20676, -9.59112], [10.54531, -5.50574, 6.97338], [10.63382, -6.84951, 6.29211], [9.83535, -7.18616, 5.44902], [11.76644, -7.75418, 6.71295], [9.69286, -4.95409, 6.58508], [10.42679, -5.63904, 8.04968], [11.45677, -4.93391, 6.79273], [11.69376, -7.97236, 7.77944], [12.72407, -7.26738, 6.52249], [11.71793, -8.68383, 6.15179]],
  "mulliken_charge": [-1.3007, -0.2061, -0.1771, -0.3415, -0.4996, -0.8055, -0.9257, -1.4572, 2.2185, -1.9287, -0.5094, 1.2680, 0.1062, -0.7021, -0.5881, -0.2420, 0.0696, -0.2764, 0.4776, -0.9493, -0.9276, -0.9086, -0.7223, -1.6378, 0.9888, -1.0334, -0.1656, -0.6287, 0.7893, -0.5701, -0.5028, -0.8047, -0.5155, 0.3115, -0.1220, -0.6972, 0.2583, 0.4408, 0.2887, 0.3951, 0.1638, 0.0140, 0.4322, 0.2332, 0.4352, 0.3992, 0.3049, 0.4132, 0.4690, 0.6371, 0.2485, 0.2030, 0.3472, 0.3800, -0.1965, -0.2885, 0.0174, 0.6985, 0.2077, 0.2426, 0.2859, 0.4154, 0.5909, 0.0172, 0.4062, 0.2678, 0.4984, 0.5179, -0.1436, 0.3895, 0.3308, 0.4710, 0.4162, -0.0002, 0.4187, -0.1375, 0.3330, 0.2239, 0.2419, 0.1127, 0.1803, 0.1248, 0.2703, -1.1275, 0.7153, -0.5777, -0.7652, 0.3201, 0.3160, 0.3008, 0.3108, 0.2244, 0.2731, -0.8771, 0.8095, -0.5261, -0.9096, 0.2944, 0.3377, 0.1060, 0.3331, 0.2254, 0.1896, -1.0686, 0.6271, -0.5839, -0.7246, 0.3040, 0.3018, 0.3074, 0.2767, 0.3044, 0.2693, -1.2493, 0.9520, -0.5930, -1.0770, 0.3170, 0.3217, 0.3582, 0.3279, 0.3982, 0.2384, -0.6966, 0.8400, -0.5500, -1.1452, -0.0319, 0.3340, 0.3359, 0.3022, 0.3104, 0.3134, -1.0702, 0.8027, -0.5175, -1.1612, 0.2665, 0.3294, 0.3382, 0.3375, 0.3385, 0.2835]
}